No. 1
A structure of composition C40H55BeN7OP3Te, computed with ωB97M-V/def2-TZVPD.

Computed properties:
Lowest unoccupied orbital energy ... -0.0716 Eh
E_HOMO ... -8.30 eV
Net charge ... +1
Frontier orbital gap ... 6.4 eV
E ... -3322.56174 a.u.
F_max ... 0.82 eV/Å
Energy above the lowest of the compared OMol25 structures with the same formula, charge and spin ... 113.5 kJ/mol
M ... 879.46 u

Cartesian coordinates (Å):
Be: -0.5477 0.6626 0.0121
C: -2.0893 -1.9278 4.1234
C: -2.7091 -1.7395 2.7574
N: -2.0028 -0.6896 2.0340
C: -1.1349 0.2046 2.5717
N: -0.4347 0.9541 1.7488
C: 0.3889 2.0197 2.3390
C: 0.9241 1.6277 3.6990
C: -0.2477 1.2835 4.5885
N: -1.0633 0.2717 3.9272
C: -1.9165 -0.5657 4.7626
H: -1.1109 -2.4070 4.0289
H: -2.7234 -2.5625 4.7418
H: -3.7645 -1.4714 2.8618
H: -2.6616 -2.6557 2.1672
H: -1.8708 -0.8186 1.0408
H: -0.1964 2.9417 2.4212
H: 1.1968 2.2534 1.6486
H: 1.5032 2.4436 4.1318
H: 1.5755 0.7531 3.6030
H: -0.8414 2.1809 4.7952
H: 0.0738 0.8739 5.5467
H: -2.8927 -0.0921 4.9217
H: -1.4317 -0.6482 5.7349
C: 4.8986 0.2046 -2.5627
N: 3.8393 -0.8603 -2.2643
C: 4.1811 -1.5109 -0.9136
N: 4.3014 -0.5378 0.1105
C: 5.2969 0.4666 -0.2507
N: 4.9764 1.1455 -1.5028
C: 3.7684 1.9887 -1.3858
P: 2.2301 1.0340 -0.9468
C: 2.4677 -0.2500 -2.2410
C: 3.0004 0.0666 0.4477
H: 4.6086 0.6792 -3.4992
H: 5.8419 -0.3291 -2.6851
H: 3.8644 -1.5829 -2.9872
H: 5.1224 -2.0400 -1.0664
H: 3.3792 -2.2142 -0.6940
H: 6.2695 -0.0195 -0.3499
H: 5.3534 1.2075 0.5441
H: 3.5858 2.5160 -2.3233
H: 3.9293 2.7547 -0.6279
H: 2.2746 0.1916 -3.2205
H: 1.7388 -1.0398 -2.0729
H: 2.2989 -0.7189 0.7400
H: 3.1310 0.7302 1.3048
Te: 0.6278 3.4593 -0.9959
C: 0.1143 5.5377 -0.9715
C: -1.1773 6.0288 -1.1616
C: -1.4454 7.3933 -1.1099
C: -0.4189 8.2942 -0.8697
C: 0.8743 7.8207 -0.6915
C: 1.1371 6.4574 -0.7406
H: -1.9963 5.3496 -1.3668
H: -2.4563 7.7516 -1.2628
H: -0.6239 9.3555 -0.8213
H: 1.6848 8.5170 -0.5150
H: 2.1516 6.1048 -0.5988
N: -0.1704 -0.8334 -0.4177
P: -0.3087 -2.3232 -0.6694
C: 0.4951 -3.3632 0.5957
C: 0.8915 -4.6924 0.4403
C: 1.5164 -5.3698 1.4794
C: 1.7423 -4.7312 2.6912
C: 1.3314 -3.4163 2.8672
C: 0.7165 -2.7374 1.8238
C: -2.0401 -2.8958 -0.6698
C: -3.0183 -1.9645 -1.0205
C: -4.3617 -2.3188 -1.0165
C: -4.7395 -3.6073 -0.6637
C: -3.7721 -4.5397 -0.3143
C: -2.4295 -4.1861 -0.3166
C: 0.3335 -2.9511 -2.2656
C: -0.4209 -2.7222 -3.4165
C: 0.0621 -3.0781 -4.6682
C: 1.3130 -3.6672 -4.7927
C: 2.0808 -3.8945 -3.6588
C: 1.5914 -3.5370 -2.4085
H: 0.6955 -5.2165 -0.4870
H: 1.8247 -6.3982 1.3431
H: 2.2347 -5.2593 3.4972
H: 1.4939 -2.9199 3.8156
H: 0.4125 -1.7016 1.9403
H: -2.7096 -0.9581 -1.2788
H: -5.1169 -1.5902 -1.2844
H: -5.7851 -3.8864 -0.6625
H: -4.0642 -5.5437 -0.0354
H: -1.6889 -4.9214 -0.0281
H: -1.3953 -2.2545 -3.3377
H: -0.5428 -2.9032 -5.5479
H: 1.6832 -3.9587 -5.7668
H: 3.0520 -4.3682 -3.7467
H: 2.1948 -3.7368 -1.5322
C: -4.7008 1.5501 -0.6123
P: -3.0335 2.1904 -0.7213
C: -2.8994 3.4681 0.5101
C: -2.8962 2.8939 -2.3462
O: -2.0733 1.0453 -0.4662
H: -5.4356 2.3443 -0.7445
H: -4.8407 1.0823 0.3630
H: -4.8446 0.7982 -1.3895
H: -3.6159 4.2688 0.3227
H: -1.8846 3.8706 0.5057
H: -3.1046 3.0140 1.4813
H: -3.6601 3.6633 -2.4734
H: -3.0619 2.0968 -3.0726
H: -1.9026 3.3151 -2.4995

---

No. 2
A cluster of 6 separate species, C18H48O6 in total, computed with ωB97M-V/def2-TZVPD.

Computed properties:
Lowest unoccupied orbital energy (alpha / beta) ... 0.0975 / 0.0934 Eh
E_HOMO (alpha / beta) ... 0.58 / -7.13 eV
Net charge ... -1
Frontier orbital gap (alpha / beta) ... 2.1 / 9.7 eV
E ... -1165.89872 a.u.
F_max ... 3.11 eV/Å
Spin multiplicity ... 2
Energy above the lowest of the compared OMol25 structures with the same formula, charge and spin ... 147.8 kJ/mol
M ... 360.58 u

Cartesian coordinates (Å):
C: 4.6292 0.7441 -2.8444
C: 3.1609 1.2461 -2.6512
C: 2.1010 0.5586 -3.5337
O: 2.8953 1.0064 -1.3384
H: 5.0445 1.0509 -3.8043
H: 4.7821 -0.3108 -2.6167
H: 5.2833 1.2450 -2.1307
H: 3.0527 2.3221 -2.7877
H: 2.3222 0.3243 -4.5750
H: 1.0792 0.8883 -3.3454
H: 2.2438 -0.4818 -3.2418
H: 3.3878 1.6228 -0.7915
C: 1.0127 -1.5341 3.1642
C: -0.4409 -1.6630 3.5649
C: -1.1388 -0.5697 4.3187
O: -1.2543 -1.6952 2.3902
H: 1.3971 -2.3846 2.6011
H: 1.6936 -1.3801 4.0013
H: 1.2145 -0.6678 2.5343
H: -0.5092 -2.5318 4.2196
H: -0.7033 -0.3997 5.3034
H: -2.2130 -0.6945 4.4551
H: -1.0087 0.4572 3.9771
H: -0.8542 -1.2616 1.6330
C: -2.0461 6.5201 1.7009
C: -2.7635 5.4931 0.8379
C: -3.5037 4.4939 1.7563
O: -3.5074 6.2434 -0.1752
H: -1.2741 6.9613 1.0704
H: -1.5102 6.0425 2.5211
H: -2.6514 7.3519 2.0612
H: -2.1173 4.9612 0.1395
H: -3.9567 3.6503 1.2355
H: -4.2539 4.9455 2.4055
H: -2.8175 3.9023 2.3624
H: -4.3226 5.7380 -0.2145
C: -3.2769 -3.7035 -1.5555
C: -2.4205 -2.7489 -2.4558
C: -0.9709 -2.3368 -2.0748
O: -2.2366 -3.1982 -3.8145
H: -4.3462 -3.7467 -1.7627
H: -3.0415 -3.3960 -0.5366
H: -2.8731 -4.7150 -1.5998
H: -3.0415 -1.8536 -2.4254
H: -0.9457 -1.8241 -1.1132
H: -0.3119 -1.6661 -2.6261
H: -0.3934 -3.2586 -2.0047
H: -2.0066 -2.4286 -4.3403
C: 2.0807 -2.5873 -0.0187
C: 2.2737 -4.0365 -0.2590
C: 3.4788 -4.4388 -1.1248
O: 2.3290 -4.8062 0.8959
H: 2.1743 -2.0024 -0.9337
H: 2.8122 -2.1303 0.6477
H: 1.0754 -2.4801 0.3886
H: 1.4154 -4.3848 -0.8334
H: 3.4145 -4.0464 -2.1396
H: 3.6840 -5.5058 -1.2112
H: 4.4136 -4.1097 -0.6710
H: 1.4514 -4.8082 1.2851
C: -1.9620 1.0824 0.2775
C: -0.4276 1.3769 0.0416
C: 0.0924 2.3488 1.0742
O: 0.2582 0.1277 0.2235
H: -2.4073 2.0769 0.3067
H: -2.0558 0.7621 1.3151
H: -2.3545 0.1931 -0.2156
H: -0.0795 1.8358 -0.8837
H: -0.2783 3.2860 0.6591
H: 1.1733 2.3649 1.2137
H: -0.3292 2.2963 2.0780
H: 1.1790 0.2666 -0.0098

---

No. 3
A structure of composition C17H21B2BrF4IN13OPb, computed with ωB97M-V/def2-TZVPD.

Computed properties:
Lowest unoccupied orbital energy ... -0.2902 Eh
E_HOMO ... -14.03 eV
Net charge ... +2
Frontier orbital gap ... 6.1 eV
E ... -4960.87879 a.u.
F_max ... 1.35 eV/Å
Energy above the lowest of the compared OMol25 structures with the same formula, charge and spin ... 0.0 kJ/mol
M ... 935.07 u

Cartesian coordinates (Å):
Pb: -0.3685 -0.0175 0.7688
C: 4.3982 -0.3386 1.0733
C: 3.1238 0.0009 1.5437
N: 2.1957 -0.2856 0.6381
N: 2.8446 -0.8179 -0.4288
C: 4.1732 -0.8665 -0.1778
B: 2.1142 -1.3987 -1.6396
N: 1.4444 -0.2330 -2.5237
C: 2.1435 0.9421 -3.1380
C: 1.0634 1.5042 -4.0199
C: 0.0260 0.6718 -3.9143
N: 0.3163 -0.3697 -3.0301
N: 1.0539 -2.3997 -1.2202
C: 0.9847 -3.6802 -1.6426
C: -0.0534 -4.3054 -0.9944
C: -0.5854 -3.3201 -0.1631
N: 0.0797 -2.1755 -0.2999
H: 5.3392 -0.2387 1.5851
H: 2.8453 0.4430 2.4880
H: 4.8602 -1.2819 -0.8971
H: 2.8849 -1.9112 -2.3954
H: 2.9643 0.5386 -3.7471
H: 1.1505 2.3949 -4.6218
H: -0.9279 0.7025 -4.4115
H: 1.6694 -4.0677 -2.3784
H: -0.3770 -5.3261 -1.0926
H: -1.4114 -3.3936 0.5253
F: -2.1989 2.2651 1.2020
B: -1.4152 3.3434 0.7070
F: -0.2632 2.7121 0.0773
F: -2.1072 4.0303 -0.2816
F: -0.9488 4.1284 1.7309
Br: 1.2989 1.1031 7.6309
C: 0.7436 0.7394 5.8695
C: 0.3711 -0.5468 5.5025
C: 0.0048 -0.7711 4.1897
N: -0.0089 0.1934 3.2646
C: 0.3136 1.4370 3.6372
C: 0.7028 1.7561 4.9236
H: 0.3709 -1.3515 6.2233
H: -0.2885 -1.7633 3.8665
H: 0.2306 2.2168 2.8842
H: 0.9606 2.7725 5.1834
N: 4.5043 2.5585 -3.6684
N: 3.7563 2.7131 -2.5508
N: 4.0040 3.4987 -1.5695
C: 3.1013 3.1704 -0.6393
N: 2.3061 2.1948 -1.0488
N: 2.7304 1.8932 -2.2233
H: 5.3967 3.0301 -3.5694
H: 4.0400 2.8150 -4.5327
H: 3.0101 3.6590 0.3146
N: -3.6446 1.9222 -1.4986
C: -3.0219 0.7964 -1.1847
O: -1.8048 0.6221 -1.3624
C: -3.9079 -0.3198 -0.6679
I: -3.3033 -0.9109 1.3148
H: -3.0888 2.7463 -1.6900
H: -4.6085 2.0843 -1.2600
H: -3.7925 -1.2062 -1.2846
H: -4.9516 -0.0347 -0.5920